## A
11
Properties=species:S:1:pos:R:3 method="wB97M-V/def2-TZVPD" multiplicity=1 smiles="C=C(F)C(O)O" charge=0
C 1.43 0.97 0.06
C 0.70 -0.11 -0.12
F 1.36 -1.30 -0.03
C -0.83 -0.20 -0.12
O -1.14 -0.83 1.13
O -1.25 -0.88 -1.28
H 2.49 0.95 0.03
H 0.95 2.05 0.02
H -1.14 0.83 -0.20
H -0.31 -0.62 1.69
H -2.25 -0.86 -1.18


## B
11
Properties=species:S:1:pos:R:3 method="wB97M-V/def2-TZVPD" multiplicity=1 smiles="F[C@@H]1CO1.C=O" charge=0
F 0.38 -0.16 -2.40
C 0.29 0.50 -1.17
C 0.20 1.98 -1.09
O 1.36 1.16 -0.72
H -0.17 -0.23 -0.56
H 0.38 2.40 -1.99
H -0.24 2.67 -0.27
C -0.55 -2.03 2.13
O 0.48 -1.59 1.67
H -1.56 -1.59 1.92
H -0.58 -3.10 2.48


## C
11
Properties=species:S:1:pos:R:3 method="wB97M-V/def2-TZVPD" multiplicity=1 smiles="O=COCCF" charge=0
O 0.58 0.99 2.18
C 0.82 -0.22 1.84
O 0.42 -0.59 0.63
C -0.39 0.30 -0.16
C -0.48 -0.54 -1.44
F -0.80 0.12 -2.60
H 1.24 -1.01 2.43
H -1.38 0.51 0.25
H 0.24 1.10 -0.44
H -1.20 -1.34 -1.36
H 0.58 -0.82 -1.44


## D
11
Properties=species:S:1:pos:R:3 method="wB97M-V/def2-TZVPD" multiplicity=1 smiles="O=C[C@H](F)CO" charge=0
O -2.34 -0.85 -0.48
C -1.28 -0.77 0.10
C -0.50 0.57 0.27
F -1.10 1.62 -0.43
C 0.96 0.43 -0.27
O 1.12 -0.91 -0.46
H -0.81 -1.61 0.63
H -0.64 0.98 1.30
H 1.06 0.92 -1.25
H 1.65 0.82 0.52
H 1.88 -1.20 0.08


Most stable to least stable, the ends of the list are C and B.


## A
12
Properties=species:S:1:pos:R:3 method="wB97M-V/def2-TZVPD" multiplicity=1 charge=0
H -1.35 -1.92 -0.37
N -2.17 -1.32 -0.38
C -1.79 -0.08 -0.27
N -0.42 0.37 -0.21
S -0.24 2.11 0.16
C 0.32 -0.44 0.69
N 1.58 -0.70 0.80
S 2.49 0.03 -0.51
H -2.52 0.77 -0.45
H 0.62 2.43 -0.86
H -0.29 -0.99 1.39
H 3.77 -0.28 0.00


## B
12
Properties=species:S:1:pos:R:3 method="wB97M-V/def2-TZVPD" multiplicity=1 charge=0
C 0.89 0.60 -1.32
C -0.42 0.06 1.01
H 0.47 -0.93 -2.53
H -0.82 -0.41 -1.53
H 2.57 1.57 -1.63
H 0.11 -0.87 0.87
H -2.36 -0.70 3.74
N 0.13 -0.59 -1.63
N 1.92 0.81 -1.99
N -1.23 0.23 1.98
S 0.20 1.40 0.19
S -1.45 -1.16 2.85


## C
12
Properties=species:S:1:pos:R:3 method="wB97M-V/def2-TZVPD" multiplicity=1 charge=0
H 2.00 -1.42 -1.44
N 1.32 -0.95 -0.89
C 1.81 -0.08 -0.10
N 3.13 0.22 0.18
S 0.71 0.88 0.95
N -0.75 0.70 0.14
C -1.51 -0.42 0.21
S -2.88 -0.66 -0.67
H 3.81 -0.23 -0.44
H 3.36 1.14 0.40
H -1.00 1.38 -0.58
H -1.15 -1.20 0.92


## D
12
Properties=species:S:1:pos:R:3 method="wB97M-V/def2-TZVPD" multiplicity=1 smiles="N/N=C/N(S)C=S" charge=0
N -3.56 -0.38 -0.04
N -2.26 0.08 -0.38
C -1.30 -0.74 0.28
N 0.11 -0.07 -0.14
S 0.53 1.51 0.14
C 1.08 -0.99 -0.09
S 2.61 -0.52 -0.05
H -4.29 0.40 -0.10
H -3.77 -1.09 0.81
H -1.09 -1.82 0.83
H -0.69 1.83 -0.27
H 0.91 -2.08 0.06


Most stable to least stable, the ends of the list are C and D.


## A
12
Properties=species:S:1:pos:R:3 method="wB97M-V/def2-TZVPD" multiplicity=1 charge=0
C 3.05 0.13 0.46
C 4.03 1.06 0.06
N 3.45 -1.11 0.37
N 5.15 0.47 -0.31
N -2.89 -1.04 -0.39
S -1.33 -1.52 0.15
S 4.97 -1.13 -0.18
H 2.06 0.36 0.81
H 3.95 2.13 0.05
H -0.83 -0.28 0.22
H -3.59 -1.39 0.26
H -3.07 -1.42 -1.31


## B
12
Properties=species:S:1:pos:R:3 method="wB97M-V/def2-TZVPD" multiplicity=1 charge=0
C 1.98 0.22 -0.19
C -0.30 0.11 0.96
N 1.25 0.21 -1.18
N -0.55 0.87 -0.23
N -1.62 0.61 -1.00
S 1.38 0.48 1.46
S -0.81 -1.70 0.90
H 2.97 0.08 -0.15
H -1.01 0.49 1.61
H -1.82 1.24 -1.75
H -1.91 -0.41 -1.26
H 0.45 -2.22 0.84


## C
12
Properties=species:S:1:pos:R:3 method="wB97M-V/def2-TZVPD" multiplicity=1 charge=0
H -1.51 -1.91 -0.82
N -2.28 -1.27 -0.58
C -1.86 -0.16 -0.11
N -0.53 0.26 0.16
S -0.28 1.96 0.22
C 0.57 -0.61 0.17
N 0.29 -1.85 0.63
S 2.09 -0.18 -0.35
H -2.58 0.63 0.10
H 0.07 2.13 -1.03
H 1.06 -2.50 0.72
H -0.52 -2.00 1.22


## D
12
Properties=species:S:1:pos:R:3 method="wB97M-V/def2-TZVPD" multiplicity=1 charge=0
N 1.56 -1.94 -0.22
N 0.85 -0.82 -0.17
C 1.44 0.40 -0.50
S 1.04 1.74 0.18
C -0.14 -0.65 0.95
N -1.36 -0.57 0.81
S -2.19 0.14 -0.48
H 1.60 -2.26 -1.27
H 2.50 -2.02 -0.01
H 2.17 0.48 -1.18
H 0.28 -1.29 1.70
H -3.42 -0.12 -0.12


Most stable to least stable, the ends of the list are C and B.


## A
16
Properties=species:S:1:pos:R:3 method="wB97M-V/def2-TZVPD" multiplicity=1 charge=0
C 1.33 0.54 -0.36
C 0.06 0.53 0.49
C -0.82 1.76 0.16
C -0.81 -0.69 0.47
C -0.64 -1.95 -0.03
C 0.58 -2.34 -0.66
H 1.84 1.50 -0.22
H 1.08 0.43 -1.42
H 1.99 -0.28 -0.11
H 0.35 0.63 1.55
H -1.71 1.81 0.81
H -0.25 2.68 0.30
H -1.16 1.72 -0.88
H -1.49 -2.63 0.15
H -1.76 -0.51 0.99
H 0.52 -3.44 -0.80


## B
16
Properties=species:S:1:pos:R:3 method="wB97M-V/def2-TZVPD" multiplicity=1 charge=0
C -1.18 0.86 -0.81
C -0.18 0.41 0.20
C -0.61 0.42 1.63
C 0.51 -1.28 -0.89
C 1.15 0.08 -0.09
C 2.40 0.30 0.25
H -1.39 1.92 -0.60
H -2.14 0.32 -0.72
H -0.82 0.79 -1.84
H -0.05 -0.29 2.24
H -0.32 1.42 2.00
H -1.69 0.29 1.78
H -0.52 -1.64 -0.76
H 0.67 -1.08 -1.95
H 1.18 -2.05 -0.52
H 3.10 -0.53 0.04


## C
16
Properties=species:S:1:pos:R:3 method="wB97M-V/def2-TZVPD" multiplicity=1 charge=0
C 1.39 -0.10 -0.35
C 0.96 -1.44 0.26
C -0.95 -0.17 -1.19
C -1.75 0.19 0.06
C -0.70 1.20 0.55
C 0.15 0.76 -0.67
H 2.06 0.45 0.32
H 1.94 -0.27 -1.28
H 1.77 -2.17 0.30
H 0.56 -1.31 1.27
H 0.17 -1.87 -0.37
H -2.72 0.58 -0.25
H -1.97 -0.67 0.71
H -0.25 1.02 1.53
H -1.04 2.24 0.52
H 0.40 1.55 -1.39


## D
16
Properties=species:S:1:pos:R:3 method="wB97M-V/def2-TZVPD" multiplicity=1 smiles="C=CCC(=C)C" charge=0
C 1.15 -2.19 0.23
C 0.02 -1.62 -0.15
C -0.67 -0.48 0.55
C -0.50 0.87 -0.12
C -1.48 1.77 -0.01
C 0.86 1.26 -0.61
H 1.56 -1.88 1.19
H 1.63 -3.07 -0.20
H -0.47 -1.84 -1.09
H -0.33 -0.37 1.59
H -1.73 -0.71 0.66
H -1.35 2.77 -0.41
H -2.40 1.47 0.49
H 1.42 1.64 0.25
H 0.81 1.98 -1.42
H 1.46 0.42 -0.95


Most stable to least stable, the ends of the list are D and B.


## A
9
Properties=species:S:1:pos:R:3 method="wB97M-V/def2-TZVPD" multiplicity=1 smiles="S=C1C=CC=N1" charge=0
S 2.74 -0.22 0.08
C 1.10 -0.36 -0.32
C 0.43 0.91 -0.29
C -0.92 0.51 0.08
C -0.86 -0.92 -0.01
N 0.36 -1.39 -0.16
H 0.79 1.91 -0.32
H -1.87 0.95 0.78
H -1.77 -1.39 0.15


## B
9
Properties=species:S:1:pos:R:3 method="wB97M-V/def2-TZVPD" multiplicity=1 charge=0
C -1.46 -0.64 1.07
C 2.03 0.21 -0.06
C 0.88 0.32 -0.61
C -1.54 -0.11 -0.19
N -1.40 -1.08 2.14
S 2.08 1.22 -1.63
H 2.78 -0.08 0.63
H -1.79 0.92 -0.32
H -1.58 -0.78 -1.04


Most stable to least stable, the ends of the list are A and B.


## A
15
Properties=species:S:1:pos:R:3 method="wB97M-V/def2-TZVPD" multiplicity=1 smiles=CSC.CO charge=0
C 0.01 -1.01 -1.75
S 0.94 -1.70 -3.13
C 2.62 -1.58 -2.43
H -1.03 -1.33 -1.78
H 0.06 0.07 -1.81
H 0.45 -1.39 -0.83
H 2.59 -0.80 -1.69
H 2.88 -2.49 -1.91
H 3.25 -1.20 -3.23
C -2.63 3.36 4.84
O -1.85 2.20 4.96
H -3.33 3.38 5.67
H -2.02 4.27 4.86
H -3.20 3.40 3.91
H -0.92 2.35 4.78


## B
15
Properties=species:S:1:pos:R:3 method="wB97M-V/def2-TZVPD" multiplicity=1 smiles=CSC.CO charge=0
C 0.56 2.67 -0.12
S -1.05 2.69 -1.14
C -1.07 1.14 -2.14
H 0.81 3.78 -0.11
H 1.34 2.19 -0.47
H 0.41 2.55 1.01
H -1.72 0.25 -1.70
H -1.58 1.27 -3.00
H 0.01 0.86 -2.46
C 0.75 -2.79 1.74
O -0.30 -3.59 1.16
H 0.47 -1.83 1.57
H 0.90 -2.93 2.87
H 1.59 -2.96 1.13
H -1.11 -3.30 1.65


## C
15
Properties=species:S:1:pos:R:3 method="wB97M-V/def2-TZVPD" multiplicity=1 smiles=CCSC.O charge=0
C -0.03 1.21 -2.08
C 0.10 0.46 -0.76
S -1.47 -0.49 -0.54
C -1.01 -1.60 0.85
H 0.63 2.09 -2.02
H -1.02 1.58 -2.36
H 0.21 0.56 -2.92
H 0.13 1.17 0.05
H 0.87 -0.29 -0.86
H -0.01 -1.99 0.66
H -1.24 -1.13 1.80
H -1.68 -2.46 0.76
O 1.20 0.13 2.33
H 2.10 -0.15 2.20
H 1.23 0.90 2.91


Most stable to least stable, the ends of the list are C and B.


## A
21
Properties=species:S:1:pos:R:3 method="wB97M-V/def2-TZVPD" multiplicity=1 charge=0
C -0.63 0.57 1.55
N -1.79 -0.01 0.86
C -1.95 0.61 -0.45
N -0.87 0.32 -1.43
H -0.59 1.62 1.25
H 0.30 0.12 1.38
H -0.81 0.61 2.72
H -1.76 -1.02 0.90
H -2.91 0.33 -0.84
H -1.86 1.67 -0.25
H -1.11 0.51 -2.40
H 0.07 0.66 -1.32
H -0.47 -2.56 -0.31
H -0.13 -0.83 -0.74
O 0.08 -2.03 0.31
H 2.18 0.27 -0.69
H 2.56 1.84 -0.79
O 1.86 1.18 -0.70
H 3.26 -0.95 0.64
H 1.85 -1.59 0.34
O 2.72 -1.32 -0.05


## B
21
Properties=species:S:1:pos:R:3 method="wB97M-V/def2-TZVPD" multiplicity=1 smiles=NCCN.O.O.O charge=0
N 0.68 1.52 1.47
C -0.19 0.36 1.11
C -0.45 0.57 -0.45
N -1.19 -0.57 -0.99
H 0.67 1.82 2.39
H 0.40 2.44 0.98
H -1.05 0.21 1.76
H 0.40 -0.59 1.21
H -1.05 1.48 -0.72
H 0.48 0.59 -0.96
H -1.40 -0.24 -1.92
H -0.42 -1.26 -1.11
O -3.73 -0.61 0.70
H -3.06 -0.49 0.00
H -4.56 -0.26 0.28
O 1.65 -2.09 -1.82
H 1.85 -2.95 -1.41
H 2.35 -1.47 -1.50
O 3.05 0.18 0.41
H 3.35 0.83 -0.26
H 2.24 0.53 0.84


## C
21
Properties=species:S:1:pos:R:3 method="wB97M-V/def2-TZVPD" multiplicity=1 smiles=NCCN.O.O.O charge=0
N 0.26 2.18 0.50
C -0.29 1.08 1.35
C -0.74 -0.07 0.44
N 0.30 -1.12 0.38
H -0.53 2.51 -0.04
H 0.64 2.88 1.10
H -1.11 1.39 2.00
H 0.58 0.71 1.90
H -1.61 -0.54 0.91
H -0.95 0.31 -0.56
H 0.07 -1.77 -0.36
H 1.12 -0.68 -0.03
O -1.91 -2.53 2.90
H -1.27 -1.94 3.32
H -2.64 -1.97 2.69
O 1.38 -1.57 -3.63
H 1.18 -2.21 -2.93
H 2.18 -1.97 -4.01
O 1.25 1.46 -2.18
H 1.22 1.55 -1.22
H 0.88 2.29 -2.54


Most stable to least stable, the ends of the list are B and A.


## A
12
Properties=species:S:1:pos:R:3 method="wB97M-V/def2-TZVPD" multiplicity=1 charge=0
C -1.79 -0.90 -1.31
C 0.97 0.16 0.69
C 1.16 1.58 -0.05
H -2.73 -1.46 -0.53
H -2.06 -0.68 -2.42
H -1.01 -1.05 1.32
H 1.97 -1.06 1.83
H 0.32 2.25 -0.53
N -0.70 -0.44 -0.81
N -0.45 -0.32 0.66
N 2.08 -0.10 1.46
O 2.23 2.01 -0.31


## B
12
Properties=species:S:1:pos:R:3 method="wB97M-V/def2-TZVPD" multiplicity=1 smiles="N#CCO.N=C=N" charge=0
N 0.16 -0.94 -1.07
C 0.52 -0.07 -0.39
C 1.41 0.98 0.09
O 2.61 0.78 -0.63
H 0.96 1.96 -0.08
H 1.63 0.87 1.15
H 2.35 0.55 -1.54
N -1.81 -1.91 0.15
C -1.71 -0.78 0.58
N -1.51 0.32 1.10
H -2.11 -2.06 -0.80
H -2.50 0.30 1.43


Most stable to least stable, the ends of the list are B and A.


## A
12
Properties=species:S:1:pos:R:3 method="wB97M-V/def2-TZVPD" multiplicity=1 charge=0
N 1.72 1.27 1.18
C 0.52 0.82 0.71
N -0.70 0.84 0.63
C -1.35 -0.24 -0.10
O -2.49 0.02 -0.81
C -0.42 -1.09 -0.65
N 0.86 -0.84 -0.41
H 2.06 2.16 0.80
H 2.36 0.53 0.94
H -3.27 0.07 -0.25
H -0.74 -1.95 -1.25
H 1.46 -1.59 -0.79


## B
12
Properties=species:S:1:pos:R:3 method="wB97M-V/def2-TZVPD" multiplicity=1 smiles="CN1C=NN=CO1" charge=0
C 2.28 -0.06 0.15
N 0.87 0.11 -0.41
C 0.02 1.14 -0.09
N -1.23 1.09 0.30
N -1.86 -0.06 -0.13
C -1.07 -1.06 -0.06
O 0.22 -1.03 0.11
H 1.76 -0.33 1.35
H 2.83 -0.79 -0.37
H 2.82 0.99 -0.14
H 0.37 2.29 -0.11
H -1.42 -2.03 0.12


Most stable to least stable, the ends of the list are A and B.


## A
12
Properties=species:S:1:pos:R:3 method="wB97M-V/def2-TZVPD" multiplicity=1 charge=0
C -1.03 -1.71 -0.21
C 0.33 -1.70 0.13
C -1.46 -0.36 -0.31
N 0.77 -0.40 0.15
N -0.27 0.27 -0.17
N 1.21 2.39 0.43
O -0.03 2.07 0.24
H -1.60 -2.60 -0.61
H 1.09 -2.45 0.06
H -2.38 0.31 -0.36
H 1.55 1.68 1.07
H 1.81 2.50 -0.42


## B
12
Properties=species:S:1:pos:R:3 method="wB97M-V/def2-TZVPD" multiplicity=1 charge=0
H 0.45 -2.19 -0.27
N -0.21 -2.05 0.51
C -0.37 -0.80 0.75
C 0.77 0.30 0.27
N 1.91 0.37 0.80
H 2.14 -0.42 1.40
N 0.24 1.01 -0.73
C -1.17 0.80 -0.94
O -1.91 1.75 -1.15
H -1.01 -0.45 1.57
H 0.67 1.89 -0.97
H -1.50 -0.21 -1.23


Most stable to least stable, the ends of the list are B and A.


## A
12
Properties=species:S:1:pos:R:3 method="wB97M-V/def2-TZVPD" multiplicity=1 smiles="NC1=NC(=O)NC1" charge=0
N -1.07 0.57 -1.64
C -0.20 0.12 -0.72
N 0.83 -0.61 -0.98
C 1.36 -0.86 0.31
O 1.80 -1.90 0.72
N 1.06 0.26 1.14
C -0.35 0.37 0.77
H -1.91 1.06 -1.37
H -1.02 0.20 -2.57
H 1.21 0.02 2.11
H -0.86 1.29 1.08
H -0.86 -0.52 1.16


## B
12
Properties=species:S:1:pos:R:3 method="wB97M-V/def2-TZVPD" multiplicity=1 charge=0
H 1.55 1.03 -0.08
N 2.32 0.39 -0.34
C 1.79 -0.78 -0.08
N 0.44 -0.77 0.12
O -0.11 0.39 0.70
C -1.07 0.92 -0.07
C -2.24 0.03 -0.11
N -3.01 -0.84 -0.17
H 2.42 -1.72 0.00
H 0.17 -1.50 0.84
H -1.25 1.97 0.32
H -1.01 0.89 -1.12


Most stable to least stable, the ends of the list are A and B.


## A
12
Properties=species:S:1:pos:R:3 method="wB97M-V/def2-TZVPD" multiplicity=1 charge=0
H 2.59 0.65 -0.81
N 1.78 0.33 -0.26
N 0.73 0.81 -0.71
C -0.41 0.25 0.02
C -1.74 0.86 -0.35
N -0.29 -0.74 0.79
C 0.92 -1.46 0.88
O 1.57 -1.68 1.87
H -2.23 0.21 -1.08
H -1.61 1.84 -0.79
H -2.39 0.91 0.53
H 1.08 -1.98 -0.09


## B
12
Properties=species:S:1:pos:R:3 method="wB97M-V/def2-TZVPD" multiplicity=1 smiles=CCc1nnno1 charge=0
C -2.18 -0.29 1.16
C -0.72 -0.15 1.48
C 0.15 -0.07 0.29
N 1.02 -0.91 -0.12
N 1.51 -0.33 -1.30
N 0.98 0.76 -1.53
O 0.05 0.98 -0.54
H -2.58 0.54 0.53
H -2.80 -0.28 2.03
H -2.27 -1.25 0.67
H -0.51 0.67 2.18
H -0.33 -1.04 2.02


Most stable to least stable, the ends of the list are B and A.


## A
12
Properties=species:S:1:pos:R:3 method="wB97M-V/def2-TZVPD" multiplicity=1 smiles=OCc1nc[nH]n1 charge=0
O -2.33 0.92 -0.30
C -1.65 -0.23 0.14
C -0.17 -0.05 0.18
N 0.67 -0.79 0.99
C 1.84 -0.41 0.59
N 1.76 0.54 -0.40
N 0.43 0.73 -0.67
H -1.77 1.36 -0.95
H -1.87 -1.10 -0.51
H -1.99 -0.48 1.15
H 2.80 -0.72 1.00
H 2.28 0.24 -1.22


## B
12
Properties=species:S:1:pos:R:3 method="wB97M-V/def2-TZVPD" multiplicity=1 smiles="Nc1c[nH]c(=O)[nH]1" charge=0
N 2.01 -0.16 0.06
C 0.65 0.03 -0.15
C -0.11 1.14 -0.11
N -1.45 0.73 -0.05
C -1.50 -0.64 0.09
O -2.43 -1.33 0.45
N -0.20 -1.07 -0.17
H 2.46 -0.86 -0.53
H 2.53 0.71 0.05
H 0.17 2.13 0.18
H -2.24 1.33 0.14
H 0.09 -2.01 0.05


Most stable to least stable, the ends of the list are B and A.


## A
12
Properties=species:S:1:pos:R:3 method="wB97M-V/def2-TZVPD" multiplicity=1 smiles=OCc1nc[nH]n1 charge=0
O -2.31 0.95 -0.44
C -1.65 -0.21 -0.02
C -0.21 -0.02 0.26
N 0.52 -0.89 1.01
C 1.75 -0.59 0.66
N 1.76 0.44 -0.21
N 0.49 0.80 -0.49
H -1.69 1.46 -0.97
H -1.65 -0.99 -0.79
H -2.16 -0.59 0.87
H 2.65 -1.10 0.96
H 2.48 0.73 -0.84


## B
12
Properties=species:S:1:pos:R:3 method="wB97M-V/def2-TZVPD" multiplicity=1 smiles="CN=C=N.N=C=O" charge=0
C -1.06 1.08 -0.59
N -0.20 0.20 0.13
C -0.13 0.05 1.33
N 0.23 -0.12 2.48
H -0.85 1.18 -1.70
H -2.12 0.93 -0.42
H -0.91 2.16 -0.24
H -0.30 -0.78 3.06
N 2.02 -1.06 -0.66
C 0.94 -1.40 -1.16
O 0.10 -2.13 -1.52
H 2.27 -0.10 -0.71


Most stable to least stable, the ends of the list are A and B.